w.
# C3H11NO3S

3 unconnected molecules or ions with the total composition C3H11NO3S (wB97M-V/def2-TZVPD, the OMol25 dataset).

Properties
Frontier orbital gap, eV: 6.0
Charge: -2
Highest occupied orbital energy, Eh: 0.000

Cartesian coordinates (Å):
S  -0.29  1.43  3.32
O  2.70  -1.39  -1.54
O  0.26  -2.45  -2.67
O  0.55  -0.23  -0.92
N  -0.58  2.11  0.09
C  -1.00  0.83  0.62
C  -1.49  0.84  2.08
C  0.11  -0.26  0.42
H  -2.39  1.45  2.09
H  1.46  -0.75  -1.01
H  -0.26  -1.91  -2.06
H  -1.79  0.37  0.02
H  -0.35  -1.24  0.62
H  0.08  1.89  -0.65
H  -0.07  2.58  0.84
H  1.17  -2.21  -2.33
H  0.87  -0.01  1.18
H  2.87  -0.87  -2.34
H  -1.88  -0.18  2.23



x.
# C3H11NO3S

3 unconnected molecules or ions with the total composition C3H11NO3S (wB97M-V/def2-TZVPD, the OMol25 dataset).

Properties
Frontier orbital gap, eV: 6.1
Charge: -2
Highest occupied orbital energy, Eh: -0.005

Cartesian coordinates (Å):
S  -4.50  1.10  -0.97
O  0.99  0.18  -0.64
O  2.71  -0.33  1.33
O  4.97  1.51  0.08
N  -0.91  -0.74  0.53
C  -3.30  -0.32  -0.67
C  -1.96  0.18  0.00
C  0.22  -0.98  -0.42
H  -0.49  -0.20  1.37
H  -3.01  -0.73  -1.53
H  0.66  -1.79  0.05
H  4.57  1.99  -0.65
H  1.73  0.12  0.10
H  -2.32  0.74  0.91
H  2.05  -0.02  1.96
H  -1.60  0.89  -0.79
H  -3.83  -1.10  -0.01
H  4.36  0.83  0.55
H  -0.35  -1.31  -1.19



Q: Which of them is the most stable? A: w.



w.
# C4H5N2

2 unconnected molecules or ions with the total composition C4H5N2 (wB97M-V/def2-TZVPD, the OMol25 dataset).

Properties
Frontier orbital gap, eV: 10.8
Charge: +1
Highest occupied orbital energy, Eh: -0.589

Cartesian coordinates (Å):
N  1.59  0.35  -0.31
N  -2.01  0.86  2.21
C  -1.38  0.47  1.31
C  0.51  -0.28  -1.32
C  0.72  1.08  -0.93
C  0.77  -0.88  -0.01
H  0.73  -0.83  -2.33
H  -2.42  1.34  2.94
H  -0.08  -0.52  0.65
H  0.59  2.07  -1.13
H  1.44  -1.85  0.11



x.
# C4H5N2

A gas-phase ion, C4H5N2 (charge +1) (wB97M-V/def2-TZVPD, the OMol25 dataset).

Properties
SMILES: [NH+]#C[C@@H]1[C@@H]2CN12
Frontier orbital gap, eV: 8.9
Charge: +1
Highest occupied orbital energy, Eh: -0.559

Cartesian coordinates (Å):
N  0.89  0.28  1.06
N  -2.54  -0.28  0.20
C  1.07  -0.78  0.12
C  0.96  0.66  -0.28
C  -1.56  0.35  0.05
C  -0.40  1.09  0.08
H  2.05  -1.10  0.04
H  -0.46  2.07  0.44
H  1.65  1.16  -0.91
H  -2.88  -1.16  0.60
H  0.38  -1.65  -0.13



Q: Which of them is the most stable? A: x.



w.
# C3H5IO

2 unconnected molecules or ions with the total composition C3H5IO (wB97M-V/def2-TZVPD, the OMol25 dataset).

Properties
SMILES: C=CC=O.I
Frontier orbital gap, eV: 9.7
Charge: 0
Highest occupied orbital energy, Eh: -0.366

Cartesian coordinates (Å):
I  5.90  0.23  -0.04
O  -0.94  -0.78  0.15
C  1.23  -1.52  -0.40
C  -0.16  -1.44  -0.51
C  1.86  -0.65  0.40
H  1.74  -2.34  -0.94
H  4.71  1.11  0.58
H  1.35  0.15  0.97
H  2.93  -0.62  0.58
H  -0.48  -2.26  -1.15



x.
# C3H5IO

A single C3H5IO molecule (wB97M-V/def2-TZVPD, the OMol25 dataset).

Properties
SMILES: C=C(I)OC
Frontier orbital gap, eV: 8.7
Charge: 0
Highest occupied orbital energy, Eh: -0.301

Cartesian coordinates (Å):
I  3.06  0.22  -0.14
O  0.46  -0.91  -0.31
C  -0.94  -1.19  -0.10
C  0.28  1.64  0.06
C  1.00  0.26  -0.10
H  -0.75  1.59  0.49
H  0.98  2.47  0.31
H  -1.38  -1.64  0.86
H  -1.14  -2.15  -0.69
H  -1.57  -0.29  -0.38



Q: Which of them is the most stable? A: w.



w.
# C2H9OS

2 unconnected molecules or ions with the total composition C2H9OS (wB97M-V/def2-TZVPD, the OMol25 dataset).

Properties
Frontier orbital gap, eV: 12.6
Charge: +1
Highest occupied orbital energy, Eh: -0.587

Cartesian coordinates (Å):
S  -0.14  -1.26  -0.09
O  -1.38  1.48  0.51
C  1.11  -0.68  1.05
C  0.15  -0.30  -1.57
H  -1.41  2.05  1.30
H  -1.21  -0.93  0.64
H  0.98  0.38  1.22
H  2.07  -0.85  0.57
H  1.11  -1.30  1.95
H  -2.09  1.87  -0.04
H  -0.34  -0.78  -2.41
H  -0.07  0.75  -1.44
H  1.22  -0.42  -1.69



x.
# C2H9OS

2 unconnected molecules or ions with the total composition C2H9OS (wB97M-V/def2-TZVPD, the OMol25 dataset).

Properties
Frontier orbital gap, eV: 12.2
Charge: +1
Highest occupied orbital energy, Eh: -0.577

Cartesian coordinates (Å):
S  0.26  0.49  0.50
O  -1.25  -2.09  0.15
C  -0.71  1.42  -0.72
C  1.80  0.27  -0.44
H  -1.65  1.65  -0.21
H  -0.86  0.80  -1.60
H  -2.17  -2.11  -0.16
H  -0.19  2.36  -0.89
H  2.14  -0.76  -0.41
H  -1.07  -2.93  0.56
H  2.61  0.90  -0.08
H  -0.59  -0.58  0.74
H  1.58  0.61  -1.41



y.
# C2H9OS

2 unconnected molecules or ions with the total composition C2H9OS (wB97M-V/def2-TZVPD, the OMol25 dataset).

Properties
Frontier orbital gap, eV: 11.8
Charge: +1
Highest occupied orbital energy, Eh: -0.582

Cartesian coordinates (Å):
S  0.56  -0.52  -0.32
O  -0.09  2.73  0.38
C  -0.51  -1.88  -1.10
C  -0.32  -0.27  1.21
H  -1.16  -1.65  -2.01
H  0.12  2.72  1.27
H  -0.58  -1.12  1.74
H  -1.14  -2.09  -0.27
H  -1.15  0.53  1.23
H  0.31  3.36  -0.07
H  0.09  0.31  -1.21
H  -0.04  -2.87  -1.27
H  0.39  0.07  1.99



Q: Which of them is the most stable? A: w.



w.
# C6H7ClO

A single C6H7ClO molecule (wB97M-V/def2-TZVPD, the OMol25 dataset).

Properties
SMILES: C=C(/C=C\Cl)[C@@H]1CO1
Frontier orbital gap, eV: 9.9
Charge: 0
Highest occupied orbital energy, Eh: -0.334

Cartesian coordinates (Å):
Cl  3.27  -0.12  0.34
O  -2.10  -0.53  -0.52
C  0.59  1.82  -0.23
C  0.76  -0.69  -0.62
C  2.02  -1.04  -0.40
C  -1.35  0.41  0.18
C  -1.81  -0.77  0.86
C  0.08  0.57  -0.24
H  -1.83  1.37  0.37
H  2.35  -1.97  -0.80
H  -2.68  -0.69  1.55
H  1.61  1.98  -0.51
H  -1.06  -1.59  0.98
H  0.10  -1.41  -1.07
H  0.04  2.66  0.11



x.
# C6H7ClO

A single C6H7ClO molecule (wB97M-V/def2-TZVPD, the OMol25 dataset).

Properties
SMILES: O[C@H]1C=C(Cl)[C@H]2C[C@H]21
Frontier orbital gap, eV: 10.4
Charge: 0
Highest occupied orbital energy, Eh: -0.350

Cartesian coordinates (Å):
Cl  1.32  1.11  1.83
O  -2.30  -1.20  -0.77
C  0.00  -0.65  -1.62
C  -1.03  0.78  0.21
C  0.73  -1.49  -0.57
C  -1.32  -0.13  -1.04
C  0.25  0.79  0.41
C  0.99  0.04  -0.58
H  1.83  0.71  -0.90
H  -1.88  1.08  0.81
H  -1.76  -2.08  -0.39
H  0.54  -1.89  0.39
H  -0.06  -1.02  -2.76
H  -1.92  0.31  -1.86
H  1.37  -2.24  -1.11



Q: Which of them is the most stable? A: w.



w.
# AlH30O15

A molecular structure, AlH30O15 (wB97M-V/def2-TZVPD, the OMol25 dataset).

Properties
Frontier orbital gap, eV: 4.6
Charge: +3
Highest occupied orbital energy, Eh: -0.733

Cartesian coordinates (Å):
Al  -0.58  0.19  -0.24
O  2.83  3.55  -1.24
O  -0.18  -4.23  1.69
O  -2.60  -1.17  -2.15
O  0.50  -2.39  -1.70
O  0.20  3.15  -1.19
O  1.46  -1.62  0.93
O  -0.66  -0.79  2.60
O  2.00  1.62  1.24
O  -2.61  2.25  -1.06
O  -1.77  -2.52  0.27
O  -1.10  2.27  1.80
O  1.96  0.20  -1.87
O  3.15  -0.58  2.82
O  -3.46  -0.08  0.98
O  -0.60  0.93  -3.36
H  1.17  -2.31  -2.38
H  2.52  0.84  -2.30
H  3.90  0.00  2.86
H  2.55  1.28  1.95
H  -1.17  3.21  1.61
H  1.13  3.35  -1.29
H  3.56  3.39  -0.65
H  -3.34  2.61  -0.56
H  -2.43  -2.00  -2.59
H  -2.55  -3.05  0.10
H  -0.25  3.87  -1.63
H  2.17  2.56  1.23
H  2.13  -1.35  1.56
H  -3.55  -1.13  -2.05
H  -1.17  -3.12  0.71
H  -3.86  -0.95  0.94
H  3.09  -0.96  3.70
H  -0.09  0.32  -3.91
H  1.60  -2.56  0.81
H  0.45  -3.33  -1.53
H  -2.82  2.43  -1.97
H  -1.00  2.23  2.75
H  -1.41  -1.33  2.87
H  0.01  -0.96  3.26
H  2.44  -0.62  -1.92
H  -0.67  1.72  -3.88
H  0.41  -4.58  1.03
H  -0.39  -4.97  2.26
H  -4.13  0.47  1.38
H  3.17  4.19  -1.87



x.
# AlH30O15

A molecular structure, AlH30O15 (wB97M-V/def2-TZVPD, the OMol25 dataset).

Properties
Frontier orbital gap, eV: 4.3
Charge: +3
Highest occupied orbital energy, Eh: -0.717

Cartesian coordinates (Å):
Al  -0.02  -0.55  0.01
O  1.06  -3.19  1.02
O  -0.03  1.52  2.24
O  -3.03  3.26  1.54
O  2.83  -1.24  -0.80
O  -1.07  2.52  -0.36
O  1.56  3.77  1.48
O  -1.86  -2.90  -0.06
O  0.43  -2.76  -2.22
O  -2.23  -0.36  -2.08
O  1.52  -0.88  -4.42
O  -1.05  -1.65  2.64
O  -2.72  0.43  0.79
O  0.61  0.62  -2.50
O  1.99  -0.67  2.08
O  2.10  1.47  0.25
H  0.53  -3.96  1.21
H  2.65  -0.02  2.33
H  -1.01  3.18  -1.05
H  1.75  -0.44  -5.24
H  -3.92  2.91  1.44
H  3.54  -1.56  -0.24
H  0.89  1.44  -2.89
H  1.85  3.44  2.33
H  3.05  1.59  0.25
H  -1.33  3.01  0.42
H  0.88  -0.05  -3.13
H  1.75  2.34  0.43
H  3.23  -1.15  -1.67
H  -3.14  1.07  0.22
H  1.89  -3.35  1.48
H  0.89  -1.55  -4.68
H  -2.57  -0.87  -2.82
H  -2.43  -3.06  -0.81
H  2.30  -1.48  2.50
H  -2.59  0.52  -2.21
H  1.18  -3.21  -2.60
H  -3.38  0.25  1.46
H  1.46  4.72  1.60
H  -0.31  1.67  3.14
H  0.50  2.29  2.02
H  -2.35  -3.25  0.68
H  -1.57  -2.37  3.00
H  -0.82  -1.12  3.40
H  -0.33  -3.26  -2.54
H  -2.73  2.92  2.38



Q: Which of them is the most stable? A: x.